No. 1
Entry from the OMol25 dataset: C31H47N6O2SiTl as an isolated structure (the ωB97M-V functional and the def2-TZVPD basis).

```
! wB97M-V def2-TZVPD RIJCOSX def2/J DEFGRID3
* xyz -2 1
Tl 0.288 1.168 -1.088
C -2.242 -2.602 -0.624
C -1.441 -3.056 -1.844
C -0.467 -2.028 -2.431
N -1.064 -0.720 -2.601
C -1.898 -0.491 -3.559
C -2.185 -1.422 -4.624
C -3.226 -1.498 -5.519
C -4.378 -0.721 -5.655
C -4.653 0.410 -4.888
C -3.878 1.095 -3.980
C -2.513 0.891 -3.549
N -1.768 1.817 -3.044
C -2.250 3.175 -3.002
C -3.036 3.516 -1.730
C -2.169 3.619 -0.469
N -1.745 2.346 0.064
C -2.481 1.721 0.927
C -3.799 2.157 1.313
C -4.564 1.887 2.427
C -4.318 1.065 3.522
C -3.224 0.203 3.623
C -2.223 -0.095 2.731
C -1.908 0.417 1.424
N -1.076 -0.146 0.611
C -0.499 -1.444 0.911
C -1.502 -2.589 0.715
H -2.652 -1.607 -0.815
H -3.100 -3.276 -0.524
H -0.874 -3.963 -1.593
H -2.152 -3.335 -2.629
H 0.398 -1.915 -1.778
H -0.066 -2.436 -3.372
H -1.461 -2.223 -4.712
H -3.154 -2.340 -6.207
H -5.121 -1.039 -6.377
H -5.639 0.847 -5.046
H -4.358 1.961 -3.543
H -1.374 3.835 -3.037
H -2.866 3.418 -3.883
H -3.541 4.478 -1.883
H -3.815 2.764 -1.577
H -1.263 4.177 -0.738
H -2.691 4.213 0.295
H -4.250 2.856 0.622
H -5.508 2.429 2.456
H -5.038 1.068 4.332
H -3.169 -0.366 4.550
H -1.543 -0.869 3.068
H 0.362 -1.580 0.259
H -0.095 -1.485 1.931
H -0.973 -3.543 0.845
H -2.246 -2.530 1.515
C 1.798 3.027 3.585
Si 2.579 1.494 2.771
C 4.393 1.541 3.403
C 1.846 0.010 3.714
O 2.402 1.450 1.208
H 1.941 3.045 4.672
H 0.724 3.038 3.380
H 2.226 3.943 3.167
H 4.437 1.712 4.484
H 4.961 2.336 2.908
H 4.894 0.590 3.202
H 2.166 -0.015 4.762
H 2.154 -0.924 3.237
H 0.753 0.052 3.694
C 2.895 -3.333 1.376
N 3.945 -2.500 0.829
C 5.038 -2.239 1.740
C 6.164 -1.526 1.023
C 5.609 -0.288 0.349
N 4.504 -0.641 -0.517
C 4.016 0.452 -1.354
C 3.578 -1.592 -0.164
O 2.502 -1.706 -0.731
H 3.275 -4.347 1.540
H 2.066 -3.363 0.676
H 2.530 -2.939 2.332
H 5.384 -3.200 2.135
H 4.697 -1.644 2.597
H 6.600 -2.192 0.274
H 6.945 -1.250 1.735
H 6.377 0.188 -0.267
H 5.291 0.447 1.099
H 4.883 1.013 -1.712
H 3.360 1.097 -0.762
H 3.473 0.051 -2.206
*
```

The calculation puts the HOMO-LUMO gap at 5.533 eV. The calculation puts the HOMO energy at -1.129 eV. Its energy relative to the best compared isomer or geometry (same formula, charge and spin) is 0.1356 eV. The LUMO energy is 4.40 eV.


No. 2
Entry from the OMol25 dataset: C52H44BaCl2N5O6 as an isolated structure at a distorted geometry (the ωB97M-V functional and the def2-TZVPD basis).

```
! wB97M-V def2-TZVPD RIJCOSX def2/J DEFGRID3
* xyz -1 1
Ba 0.140 0.873 -0.538
C -5.036 2.408 -7.603
O -4.743 1.041 -7.411
C -4.134 0.698 -6.233
C -4.000 1.546 -5.143
C -3.353 1.088 -3.996
C -2.835 -0.201 -3.870
C -3.038 -1.040 -4.978
C -3.656 -0.601 -6.138
C -2.096 -0.563 -2.630
C -0.864 -1.336 -2.672
C -0.485 -2.443 -3.575
C 0.646 -3.002 -3.077
C 1.024 -2.243 -1.900
N 0.082 -1.229 -1.741
C 2.123 -2.457 -1.091
C 2.617 -1.595 -0.038
C 3.586 -1.877 0.951
C 3.660 -0.751 1.779
C 2.743 0.175 1.242
C 2.178 1.466 1.873
C 3.144 2.207 2.764
C 2.737 2.925 3.875
C 3.644 3.665 4.633
C 4.979 3.699 4.254
O 5.948 4.395 4.921
C 5.552 5.103 6.077
C 5.405 3.000 3.128
C 4.492 2.268 2.395
C 0.865 1.030 2.561
N -0.246 0.842 1.824
C -1.190 0.265 2.635
C -2.543 0.000 2.153
C -3.612 -0.214 3.173
C -3.687 -1.401 3.882
C -4.680 -1.621 4.837
C -5.617 -0.627 5.085
O -6.636 -0.746 5.995
C -6.658 -1.920 6.780
C -5.559 0.573 4.386
C -4.562 0.772 3.449
C -2.918 -0.051 0.838
C -4.267 -0.083 0.264
C -4.129 -0.107 -1.078
C -2.677 -0.176 -1.374
N -2.012 -0.093 -0.221
C -0.650 0.097 3.917
C 0.680 0.559 3.866
N 2.138 -0.328 0.157
C 2.898 -3.713 -1.301
C 2.315 -4.975 -1.184
C 3.056 -6.126 -1.381
C 4.406 -6.034 -1.704
O 5.065 -7.219 -1.885
C 6.436 -7.145 -2.219
C 5.011 -4.789 -1.824
C 4.246 -3.644 -1.614
H -5.378 2.509 -8.630
H -4.147 3.025 -7.447
H -5.828 2.750 -6.930
H -4.378 2.559 -5.166
H -3.230 1.771 -3.162
H -2.749 -2.077 -4.924
H -3.800 -1.273 -6.975
H -1.018 -2.798 -4.439
H 1.178 -3.850 -3.483
H 4.134 -2.800 1.068
H 4.276 -0.619 2.656
H 1.691 2.916 4.152
H 3.292 4.211 5.497
H 6.452 5.564 6.475
H 5.128 4.435 6.831
H 4.820 5.879 5.837
H 6.450 3.043 2.849
H 4.822 1.720 1.521
H -2.959 -2.178 3.679
H -4.709 -2.566 5.360
H -7.477 -1.805 7.484
H -5.722 -2.048 7.330
H -6.834 -2.807 6.165
H -6.296 1.338 4.595
H -4.509 1.712 2.911
H -5.191 -0.085 0.822
H -4.919 -0.154 -1.815
H -1.154 -0.323 4.777
H 1.408 0.552 4.664
H 1.263 -5.041 -0.930
H 2.608 -7.107 -1.285
H 6.782 -8.170 -2.322
H 7.010 -6.645 -1.435
H 6.589 -6.614 -3.162
H 6.055 -4.687 -2.078
H 4.708 -2.669 -1.701
N -0.890 3.505 -1.600
C -0.256 4.668 -0.952
C 1.176 4.330 -0.519
C 1.197 3.538 0.788
O 0.669 3.929 1.789
O 1.876 2.358 0.663
H -0.649 3.459 -2.583
H -1.900 3.546 -1.546
H -0.828 4.924 -0.061
H -0.241 5.551 -1.596
H 1.715 5.252 -0.290
H 1.710 3.806 -1.313
Cl 0.733 1.806 -4.186
C 0.286 0.552 -5.380
Cl 1.619 0.180 -6.487
H -0.547 0.930 -5.958
H 0.030 -0.347 -4.835
*
```

The calculation puts the HOMO-LUMO gap at 5.107 eV. The calculation puts the HOMO energy at -3.136 eV. Its energy relative to the best compared isomer or geometry (same formula, charge and spin) is 0.4935 eV. The LUMO energy is 1.97 eV.


No. 3
Entry from the OMol25 dataset: C6H11N2Rb as an isolated structure at a distorted geometry (the ωB97M-V functional and the def2-TZVPD basis).

```
! wB97M-V def2-TZVPD RIJCOSX def2/J DEFGRID3
* xyz 2 1
Rb 4.257 -2.520 -0.154
C -1.450 -0.526 -2.551
C -1.135 0.693 -1.637
N -0.286 0.482 -0.473
C 0.917 -0.121 -0.530
C 1.340 -0.369 0.768
N 0.330 0.002 1.602
C -0.664 0.578 0.793
C 0.467 0.282 3.011
H -1.836 -0.042 -3.449
H -2.234 -1.059 -2.012
H -0.619 -1.203 -2.749
H -1.979 1.291 -1.294
H -0.716 1.490 -2.251
H 1.482 -0.335 -1.426
H 2.308 -0.653 1.152
H -1.630 0.903 1.149
H 1.541 0.258 3.196
H -0.134 -0.406 3.606
H 0.040 1.256 3.250
*
```

The calculation puts the HOMO-LUMO gap at 10.143 eV. The calculation puts the HOMO energy at -17.080 eV. Its energy relative to the best compared isomer or geometry (same formula, charge and spin) is 1.2058 eV. The LUMO energy is -6.94 eV.


No. 4
Entry from the OMol25 dataset: C26H27FeO3 as an isolated structure at a distorted geometry (the ωB97M-V functional and the def2-TZVPD basis).

```
! wB97M-V def2-TZVPD RIJCOSX def2/J DEFGRID3
* xyz -1 5
C 1.671 -2.340 -0.190
C 0.421 -1.750 0.422
C 0.217 -0.354 0.550
C -0.484 -2.755 1.019
Fe -0.018 -3.251 2.906
C 1.607 -4.023 2.490
O 2.542 -4.660 2.204
C -0.783 -4.916 2.681
O -1.112 -5.966 2.312
C -0.980 -1.629 3.689
C 0.443 -1.459 3.760
C 0.986 -2.563 4.506
C -0.105 -3.411 4.897
C -1.321 -2.829 4.389
H 1.761 -3.416 0.007
H 1.705 -2.217 -1.286
H 2.600 -1.877 0.200
H -0.825 -0.055 0.743
H 1.097 0.132 1.044
H -1.536 -2.440 1.122
H -0.407 -3.716 0.497
H -1.688 -0.926 3.265
H 1.004 -0.605 3.402
H 2.015 -2.659 4.826
H -0.037 -4.283 5.536
H -2.325 -3.190 4.577
C 2.764 -0.599 -5.910
O 3.279 -0.329 -4.590
C 2.505 0.319 -3.688
C 3.065 0.513 -2.404
C 2.296 1.065 -1.413
C 0.923 1.373 -1.601
C 0.102 1.528 -0.386
C -1.111 2.410 -0.341
C -1.273 3.277 0.780
C -2.270 4.237 0.816
C -3.148 4.402 -0.264
C -4.136 5.527 -0.210
C -3.037 3.526 -1.352
C -2.084 2.505 -1.357
C 0.462 1.420 -2.943
C 1.215 0.843 -3.959
H 3.531 -1.213 -6.391
H 1.817 -1.161 -5.847
H 2.626 0.330 -6.486
H 4.097 0.227 -2.244
H 2.762 1.280 -0.447
H 0.734 1.917 0.446
H -0.572 3.208 1.627
H -2.386 4.873 1.702
H -4.687 5.647 -1.145
H -4.878 5.399 0.591
H -3.611 6.466 0.017
H -3.723 3.629 -2.194
H -2.089 1.775 -2.164
H -0.461 1.936 -3.226
H 0.837 0.824 -4.981
*
```

The calculation puts the HOMO-LUMO gap (spin up / spin down) at 3.414 / 5.037 eV. Its expectation value of S² is 6.08. The calculation puts the HOMO energy (spin up / spin down) at -0.712 / -4.233 eV. The LUMO energy (spin up / spin down) is 2.70 / 0.80 eV.


No. 5
Entry from the OMol25 dataset: C9H10FNS in the gas phase at a distorted geometry (the ωB97M-V functional and the def2-TZVPD basis).

```
! wB97M-V def2-TZVPD RIJCOSX def2/J DEFGRID3
* xyz 0 1
F 4.117 -0.203 0.604
C 2.810 0.045 0.152
C 2.314 1.361 -0.061
C 0.818 1.505 0.027
C 0.211 0.239 -0.248
C -1.151 -0.238 -0.199
C -1.917 -1.012 1.075
N -2.932 -0.053 1.303
C -3.364 0.623 0.148
C -2.188 0.730 -0.774
C -1.782 -0.676 -1.461
S 1.559 -1.041 -0.350
H 3.037 2.359 -0.152
H 0.220 2.383 -0.094
H -1.080 -1.033 1.805
H -2.212 -2.009 0.661
H -2.616 0.689 1.974
H -4.046 0.014 -0.498
H -3.864 1.464 0.445
H -1.995 1.531 -1.423
H -0.870 -0.652 -2.129
H -2.546 -1.354 -1.508
*
```

The calculation puts the HOMO-LUMO gap at 8.680 eV. The calculation puts the HOMO energy at -8.127 eV. Its energy relative to the best compared isomer or geometry (same formula, charge and spin) is 2.9705 eV. The LUMO energy is 0.55 eV. The structure (SMILES) is Fc1ccc([C@@]23CNC[C@@H]2C3)s1.


No. 6
Entry from the OMol25 dataset: C10H28IN4O2 as an isolated structure (the ωB97M-V functional and the def2-TZVPD basis).

```
! wB97M-V def2-TZVPD RIJCOSX def2/J DEFGRID3
* xyz -1 1
C 0.922 1.353 -3.199
N -0.050 0.432 -2.656
C -1.365 0.397 -3.347
N -2.424 0.950 -2.558
I -3.558 2.217 -3.736
H 1.810 1.411 -2.560
H 0.472 2.349 -3.218
H 1.252 1.114 -4.225
H 0.316 -0.508 -2.604
H -1.232 0.895 -4.321
H -1.508 -0.686 -3.585
C -0.391 0.823 2.265
C -0.825 1.186 0.843
C -1.069 2.679 0.626
O -2.244 3.199 1.244
C -2.108 3.576 2.587
N -1.964 0.362 0.438
H -1.234 0.875 2.957
H -0.023 -0.204 2.266
H 0.405 1.474 2.637
H -0.015 0.937 0.149
H -1.201 2.836 -0.446
H -0.203 3.263 0.976
H -1.122 4.021 2.779
H -2.238 2.742 3.285
H -2.875 4.324 2.798
H -2.155 0.577 -0.556
H -2.783 0.689 0.944
C 1.419 -4.187 0.373
C 0.806 -2.890 -0.143
C 1.794 -1.720 -0.188
O 2.074 -1.158 1.077
C 3.154 -1.691 1.801
N -0.402 -2.589 0.619
H 1.565 -4.141 1.455
H 0.747 -5.020 0.169
H 2.385 -4.390 -0.095
H 0.494 -3.051 -1.182
H 1.329 -0.912 -0.750
H 2.730 -1.998 -0.695
H 3.987 -1.952 1.135
H 2.884 -2.585 2.373
H 3.488 -0.921 2.497
H -0.914 -1.802 0.222
H -0.133 -2.278 1.548
*
```

The calculation puts the HOMO-LUMO gap at 5.430 eV. The calculation puts the HOMO energy at -2.667 eV. The LUMO energy is 2.76 eV.